An isolated molecule of C2H5ClS at a distorted geometry. Source: OMol25; level of theory: ωB97M-V with the def2-TZVPD basis set.

```
9
Properties=species:S:1:pos:R:3:forces:R:3
C 0.877821 -0.136015 -0.558619 -2.0 -0.1 -0.9
C 0.034934 0.155751 0.698138 -0.7 -1.2 -1.0
S -1.452514 -0.942563 0.650192 -1.2 1.9 -0.4
Cl -2.899855 0.323719 -0.304091 1.1 -0.9 0.6
H 0.658840 -1.003268 -1.261910 0.5 0.3 1.9
H 0.591641 0.623781 -1.220262 -0.3 1.5 -1.2
H 1.871732 0.080454 -0.341309 2.0 -0.3 0.2
H -0.164292 1.286134 0.803277 0.2 -2.1 0.4
H 0.481695 -0.387995 1.534587 0.3 0.9 0.5
```
Forces are in eV/Å.

Calculated values
- Lowest unoccupied orbital energy: -0.010 hartree
- Frontier orbital gap: 8.745 eV
- SMILES: CCSCl
- Energy: -25511.7821 eV
- Spin multiplicity: 1
- ΔE to the lowest compared entry with this formula, charge and spin: 11.0 kcal per mole